Entry 1:
The following is a quantum chemistry calculation of a 2-piece molecular cluster, C14H20N2O overall, from the Open Molecules 2025 dataset.

Values from the calculation:
HOMO level ... -7.681 eV
HOMO-LUMO gap ... 8.53 eV

Atoms and positions in Å:
C -0.24168 3.48348 -0.03039
C -0.13243 3.13734 1.40684
C -1.38427 2.24771 -1.72778
C 2.22714 1.77888 -0.74409
C 1.02053 1.83163 -1.49968
O 1.09425 1.41893 -2.61225
N -0.22860 2.18563 -0.82359
H -0.99637 4.22257 -0.40091
H 0.54404 4.18961 -0.22898
H 0.89912 2.52269 1.52793
H -1.20186 2.66426 1.48921
H -1.29069 1.46840 -2.34569
H 2.34428 1.04785 0.05921
H -0.55226 3.70816 2.29443
H -2.29266 1.91206 -1.19872
H -1.46591 3.20887 -1.96733
H 3.05751 1.53715 -1.46535
H 2.61856 2.62870 -0.39008
C -2.60485 -2.86364 -0.90616
C 0.88548 -2.59007 0.47766
C -0.47659 -2.16542 0.63067
C -1.08285 -2.94141 -0.52476
C -0.13589 -3.55731 -1.25953
C 1.84081 -2.23026 1.33867
C 1.48530 -1.28057 2.35056
C 0.14591 -0.94073 2.51678
C -0.86822 -1.26902 1.69479
N 1.08208 -3.47117 -0.63545
H 2.81810 -2.59375 1.20870
H 2.26566 -1.06607 3.03854
H 1.92432 -3.96169 -1.02594
H -0.32174 -0.16052 3.18501
H -0.12432 -4.39451 -2.04961
H -1.90581 -0.91714 1.63176
H -2.81401 -3.48695 -1.78096
H -2.90744 -1.80970 -0.98680
H -3.22464 -3.49399 -0.24671

Atomic forces in eV per Å
C 1.098 1.255 -0.864
C -2.485 -1.918 2.013
C -0.197 -2.453 4.611
C 3.328 -2.785 -0.136
C -2.785 0.234 1.318
O -1.273 -0.436 -2.200
N 1.188 1.784 -0.694
H -0.594 -1.390 0.819
H 1.582 -0.356 -0.806
H -3.089 1.115 0.428
H 2.180 -1.600 0.003
H 0.607 -2.075 -3.579
H -0.736 -0.103 -0.037
H 2.084 1.026 -1.139
H 0.159 0.606 0.463
H -0.806 3.469 -2.412
H -0.984 -0.226 0.452
H 0.694 3.758 1.797
C 1.403 -1.263 0.468
C -0.752 -1.266 -1.424
C 0.551 -2.067 -2.369
C -3.233 2.000 0.327
C 0.777 -2.731 -0.433
C -0.036 2.687 2.466
C 0.275 -2.454 -1.125
C -1.119 3.222 1.806
C -0.258 -3.072 -4.284
N 0.291 0.906 0.586
H 1.276 -0.220 0.129
H 0.221 0.674 0.640
H -1.228 1.269 1.194
H 1.806 -0.749 0.235
H -0.853 1.904 0.973
H 0.613 0.048 0.803
H 0.432 0.835 -0.710
H -0.310 -0.618 -0.065
H 0.171 0.989 0.746

Entry 2:
The following is a quantum chemistry calculation of a single C14H20N2O2 molecule, from the Open Molecules 2025 dataset.

Values from the calculation:
HOMO level ... -7.932 eV
HOMO-LUMO gap ... 8.53 eV

Atoms and positions in Å:
C 3.25248 1.82480 1.91984
H 2.93739 1.71792 2.84419
H 3.98167 0.96261 1.61855
C 2.08492 1.52715 0.95332
N 1.64395 0.29652 1.15337
H 0.60790 0.29428 1.11115
C 2.24689 -0.71965 0.87113
C 1.50470 -2.28468 0.92022
C 0.20650 -2.31418 0.14664
H -0.34528 -3.21248 0.23135
O -0.79863 -1.44535 0.80405
C -1.70291 -1.06594 -0.15549
C -3.03494 -1.16130 -0.01570
C -4.25143 -0.94779 -0.59635
C -3.93039 -0.22282 -1.90469
C -2.69986 0.25829 -2.03470
N -2.24640 1.04896 -3.26117
C -0.86790 1.07893 -3.05097
C -0.51984 0.21709 -2.04877
C -1.63745 -0.18148 -1.23181
H 0.66066 0.24083 -1.69473
H -0.30720 1.52411 -3.62724
H -2.84239 1.20505 -3.85248
H -4.88516 0.15639 -2.25506
H -5.10940 -1.43383 -0.44793
H -3.35840 -1.84948 1.01894
H 0.37269 -1.91381 -0.97052
O 1.13658 -2.57361 2.37587
H 0.79890 -1.51698 2.79404
H 1.98256 -2.99210 0.67005
H 2.38962 -0.91315 -0.32712
H 3.29880 -1.06176 1.15245
C 1.00217 2.55900 1.25775
H 0.24778 2.51785 0.53944
H 1.49252 3.63312 1.02215
H 0.61281 2.39798 2.36676
H 2.48534 1.45818 -0.18315
H 3.59076 2.89134 1.88661

Atomic forces in eV per Å
C 2.546 -0.448 -5.611
H -1.651 -1.035 4.619
H -0.387 2.194 1.089
C 2.960 4.659 -1.519
N -9.746 4.514 5.361
H 0.896 -0.739 -0.036
C 6.389 -15.327 -7.092
C -8.272 12.174 6.923
C -0.091 2.470 -1.404
H 0.328 -1.645 -0.573
O 0.441 0.568 -1.713
C -1.407 2.860 -0.787
C -4.345 -6.469 8.574
C 6.679 4.019 -6.399
C -5.371 -1.000 4.503
C 0.284 1.168 -3.357
N 8.079 -4.318 13.333
C -6.535 -5.624 4.440
C 4.851 2.266 1.566
C 3.811 0.145 -2.794
H -3.237 -0.302 -0.886
H 5.678 4.544 -5.798
H -7.330 2.605 -8.480
H 0.488 0.092 -1.450
H -3.153 -1.403 1.069
H 1.427 1.652 -2.272
H -0.368 -1.233 2.377
O -0.845 5.006 0.101
H 1.516 -5.002 -2.028
H 7.600 -9.091 -3.512
H 0.269 0.979 0.934
H -1.146 1.437 0.707
C 2.011 2.032 1.089
H -1.799 -0.345 -0.903
H -1.186 -2.273 1.191
H 0.820 0.659 -2.381
H -0.571 1.334 1.744
H 0.367 -1.125 -0.628

Entry 3:
The following is a quantum chemistry calculation of C14H20N2O3Pt as an isolated structure, from the Open Molecules 2025 dataset.

Values from the calculation:
HOMO level ... -7.327 eV
HOMO-LUMO gap ... 6.88 eV

Atoms and positions in Å:
Pt -0.23348 -0.21917 0.57776
C -0.30977 2.70865 -1.69547
C 0.62328 2.82303 -0.50323
C 1.04355 4.25577 -0.26627
O -0.07348 2.32951 0.69167
C 1.84397 1.89971 -0.70145
O 2.95119 2.43155 -0.86411
O 1.60978 0.64168 -0.66833
H -1.18047 3.36461 -1.56534
H -0.64336 1.67924 -1.82112
H 0.21116 3.01463 -2.60444
H 0.15971 4.89868 -0.17161
H 1.65781 4.60694 -1.09450
H 1.63935 4.33570 0.64431
H -0.95307 2.72428 0.70923
C -0.25386 -0.18104 2.57566
C 1.15787 -0.41047 2.28366
C 1.53972 -1.70216 1.88822
C 2.84119 -1.92886 1.43150
C 3.73457 -0.88137 1.39188
C 3.37207 0.41001 1.80746
C 2.09975 0.64255 2.24827
H -0.51118 0.78890 2.99104
H -0.81905 -0.99669 3.01196
H 0.82803 -2.51195 1.97478
H 3.14161 -2.91795 1.11116
H 4.73936 -1.05450 1.02382
H 4.07866 1.22655 1.73465
H 1.78377 1.64202 2.52717
C -4.43203 -2.48384 -2.04164
N -3.02644 -2.83796 -1.81175
C -2.69907 -4.25479 -1.60572
C -2.22130 -1.92421 -1.29667
N -1.51226 -1.10896 -0.89687
H -4.78906 -3.01927 -2.91830
H -4.50505 -1.41702 -2.22541
H -5.04865 -2.74821 -1.18179
H -3.02908 -4.81940 -2.47473
H -3.19164 -4.64362 -0.71338
H -1.62412 -4.36260 -1.50208

Atomic forces in eV per Å
Pt 1.394 0.347 -0.778
C -0.049 0.045 -0.094
C -0.322 0.054 0.233
C -0.057 0.200 0.134
O 0.076 0.054 -0.206
C 0.718 -0.746 0.096
O -0.560 -0.195 0.031
O -0.181 0.517 -0.523
H 0.065 -0.069 -0.017
H 0.003 -0.028 0.007
H -0.023 0.010 0.016
H 0.073 -0.033 -0.002
H -0.049 -0.022 0.028
H -0.025 -0.036 -0.074
H 0.038 0.070 -0.055
C -0.638 -0.454 0.351
C -0.662 0.315 0.451
C 0.199 -0.263 -0.458
C -0.201 0.008 0.028
C 0.131 0.113 -0.014
C 0.079 -0.082 -0.025
C 0.126 0.240 0.060
H -0.042 0.056 -0.036
H 0.075 -0.040 0.281
H 0.038 -0.047 0.110
H -0.016 0.026 -0.006
H -0.046 0.025 0.017
H -0.017 -0.072 -0.031
H -0.011 -0.102 -0.011
C 0.271 -0.084 0.040
N 0.129 0.098 0.078
C -0.082 0.279 -0.046
C -0.486 -0.370 -0.312
N 0.099 0.215 0.708
H -0.006 -0.028 -0.037
H -0.012 0.047 -0.010
H -0.035 -0.008 0.052
H -0.018 -0.016 -0.035
H -0.018 -0.022 0.044
H 0.041 0.001 0.003

Entry 4:
The following is a quantum chemistry calculation of C14H20N2O3Pt as an isolated structure, from the Open Molecules 2025 dataset.

Values from the calculation:
HOMO level (alpha / beta) ... -6.157 / -8.347 eV
Multiplicity ... 3
HOMO-LUMO gap (alpha / beta) ... 6.21 / 7.42 eV

Atoms and positions in Å:
Pt 0.68352 -0.26491 -1.11157
C -2.71631 1.72229 -1.63097
C -1.47211 1.63511 -2.50130
C -1.46668 2.69521 -3.59295
O -0.29995 1.84791 -1.67218
C -1.44671 0.20218 -3.17549
O -2.35574 0.01525 -3.97062
O -0.47331 -0.58585 -2.93544
H -2.80215 2.72014 -1.19104
H -2.67694 0.97290 -0.83680
H -3.59793 1.53004 -2.23783
H -1.55500 3.68856 -3.15020
H -2.29725 2.52268 -4.27360
H -0.53540 2.64244 -4.15509
H -0.59007 2.17154 -0.81275
C 1.58496 -2.14951 -1.63418
C 0.69716 -2.54689 -0.58259
C -0.65176 -2.94454 -0.83810
C -1.47493 -3.34002 0.18980
C -1.01302 -3.36059 1.50536
C 0.29750 -2.96887 1.78927
C 1.13549 -2.56228 0.78132
H 1.30306 -2.41080 -2.64684
H 2.64844 -2.16302 -1.42112
H -1.00998 -2.90246 -1.85815
H -2.49335 -3.63688 -0.02378
H -1.67041 -3.68076 2.30270
H 0.65755 -2.99225 2.81112
H 2.15236 -2.25751 0.99609
C 1.31838 0.73279 4.13642
N 2.07190 1.25596 3.00188
C 2.77720 2.51510 3.19550
C 1.66412 0.94483 1.79185
N 1.30732 0.67250 0.72795
H 1.99190 0.62329 4.98570
H 0.90912 -0.24172 3.88083
H 0.49928 1.40306 4.41385
H 3.44973 2.41223 4.04646
H 2.08456 3.34047 3.38665
H 3.36544 2.74240 2.30981

Atomic forces in eV per Å
Pt -0.448 0.294 -0.044
C 0.072 0.011 -0.032
C -0.231 -0.541 -0.182
C 0.018 -0.111 0.074
O 0.214 -0.164 0.035
C 0.011 1.065 -0.369
O -0.098 -0.267 0.123
O 0.136 -0.145 0.406
H -0.023 0.013 0.039
H -0.013 0.005 0.036
H 0.004 -0.003 -0.012
H 0.010 0.038 0.016
H 0.010 -0.008 0.009
H 0.029 0.017 -0.029
H 0.006 0.054 -0.015
C 0.258 -0.355 -0.079
C 0.152 0.243 0.222
C 0.024 0.073 -0.053
C -0.029 -0.003 0.015
C -0.027 -0.020 0.051
C -0.022 0.011 0.084
C -0.009 -0.152 -0.123
H -0.004 0.099 -0.004
H -0.026 0.024 -0.017
H 0.002 -0.007 -0.018
H -0.008 0.004 -0.022
H 0.009 0.000 0.017
H -0.006 -0.007 0.006
H 0.024 -0.006 -0.014
C -0.098 -0.046 0.073
N 0.098 -0.065 0.212
C 0.107 0.161 -0.004
C -0.196 0.032 -0.395
N 0.042 -0.182 0.051
H 0.001 -0.001 -0.029
H 0.006 0.001 -0.004
H 0.024 -0.008 -0.012
H -0.013 -0.006 -0.019
H -0.004 -0.040 -0.005
H -0.003 -0.006 0.011

Entry 5:
The following is a quantum chemistry calculation of a single C14H20N2O3S2 molecule, from the Open Molecules 2025 dataset.

Values from the calculation:
HOMO level ... -8.302 eV
HOMO-LUMO gap ... 8.99 eV

Atoms and positions in Å:
C 4.58443 2.36913 -0.16349
C 3.51613 2.16040 0.89059
H 3.83499 1.44252 1.64366
H 3.22691 3.09916 1.36190
S 1.96800 1.51217 0.17397
C 2.38094 -0.18264 -0.05198
N 3.56608 -0.57112 0.38649
C 3.93161 -1.83002 0.21789
C 3.14172 -2.77017 -0.41936
C 1.89901 -2.36443 -0.88500
C 1.48567 -1.05537 -0.68985
C 0.15349 -0.63674 -1.21250
O -0.21508 -0.89377 -2.34132
N -0.62107 0.01003 -0.31329
H -0.28557 0.22024 0.61499
C -1.93060 0.50096 -0.64988
C -2.13182 1.86476 -0.00342
O -1.62381 2.19978 1.03295
O -2.97803 2.61461 -0.70568
C -3.27011 3.90191 -0.17160
H -3.76629 3.80589 0.79607
H -3.92378 4.38771 -0.89081
H -2.34880 4.47184 -0.04020
H -1.99056 0.58113 -1.74011
C -3.04970 -0.43204 -0.14276
C -2.85691 -1.86565 -0.62574
H -2.42865 -1.87950 -1.62677
H -3.80196 -2.40818 -0.62947
S -1.70384 -2.82781 0.40971
C -2.81678 -3.26023 1.77980
H -2.23471 -3.85370 2.47627
H -3.17206 -2.35946 2.27196
H -3.65081 -3.84448 1.40080
H -3.06739 -0.40454 0.94983
H -4.00422 -0.04916 -0.51000
H 1.23534 -3.04906 -1.39077
H 3.48366 -3.78384 -0.55058
H 4.90932 -2.07804 0.61041
H 4.22977 3.04010 -0.94279
H 5.47246 2.80104 0.29348
H 4.85301 1.41654 -0.61338

Atomic forces in eV per Å
C -0.014 0.002 0.053
C -0.283 -0.275 -0.249
H 0.003 0.148 0.063
H -0.045 -0.040 0.053
S 0.014 0.475 0.201
C -0.102 -0.006 -0.032
N 0.126 0.170 0.136
C 0.003 -0.328 -0.098
C -0.084 0.030 -0.015
C 0.053 0.175 0.100
C 0.426 -0.120 -0.034
C -0.032 0.212 0.454
O -0.087 -0.253 -0.386
N -0.054 0.348 -0.025
H 0.081 -0.097 -0.010
C -0.303 0.040 0.006
C 0.171 -0.262 -0.178
O 0.047 0.052 0.119
O -0.128 -0.158 -0.329
C 0.024 0.258 0.286
H 0.029 0.033 -0.076
H 0.033 -0.042 0.028
H -0.092 -0.020 -0.016
H 0.002 0.032 0.201
C 0.083 0.056 -0.196
C 0.244 -0.170 0.380
H -0.088 -0.032 -0.067
H -0.019 0.019 -0.105
S -0.224 -0.213 0.068
C 0.231 0.184 -0.507
H 0.001 -0.050 0.112
H -0.074 0.007 0.129
H -0.093 -0.063 0.081
H -0.072 0.031 0.004
H -0.026 0.067 0.042
H -0.054 -0.074 -0.075
H 0.040 -0.094 -0.003
H 0.057 -0.148 -0.015
H 0.017 0.052 -0.059
H 0.141 0.051 0.001
H 0.047 0.003 -0.042

Entry 6:
The following is a quantum chemistry calculation of a single C14H20N6O3 molecule, from the Open Molecules 2025 dataset.

Values from the calculation:
HOMO level ... -8.850 eV
HOMO-LUMO gap ... 9.49 eV

Atoms and positions in Å:
O -2.63265 4.09339 -1.17909
O 4.13563 0.36547 0.09017
O 2.04487 -2.71110 1.60325
N -2.55313 3.06803 1.51523
C -3.06828 4.68864 -0.18735
C 3.82802 -0.68444 0.57825
C 1.68596 -1.55240 1.54364
C -1.75781 2.23222 0.93186
C -1.05665 -1.70414 -3.39769
C 0.15416 -2.15343 -2.92152
C -2.14779 -1.31826 -2.60891
C 0.29931 -2.40747 -1.50193
C -2.01739 -1.50275 -1.22960
C -0.84063 -2.07348 -0.70579
N -3.81300 5.87206 -0.34158
N -2.77855 4.33176 1.13441
N 2.50324 -0.54515 1.14706
N 5.86953 -1.86857 -0.30465
N -0.36620 0.19483 1.07519
C 4.87096 -1.80478 0.83817
C -1.54347 0.90229 1.64844
C -0.67764 -2.38973 0.82597
C 0.08724 -1.22716 1.57329
H -1.09723 2.48073 0.08136
H -1.17337 -1.50338 -4.46673
H 0.95028 -2.45208 -3.53465
H -3.11577 -0.93104 -2.98275
H 1.10168 -2.79561 -0.99766
H -2.84435 -1.24327 -0.60976
H -4.17126 5.85166 -1.28766
H -4.43163 6.29676 0.37914
H -3.11567 5.00370 1.74651
H 2.21708 0.38181 1.31244
H 5.34457 -1.75745 -1.14767
H 6.57449 -1.12126 -0.29724
H -0.39549 0.14682 0.02440
H 5.39459 -1.58179 1.70691
H 4.32517 -2.76035 0.92131
H -2.39366 0.21858 1.53680
H -1.47496 1.09449 2.71909
H -1.59454 -2.50868 1.30504
H -0.11948 -3.34888 0.83336
H -0.20619 -1.27659 2.63094

Atomic forces in eV per Å
O -0.995 0.537 1.630
O 1.321 0.311 -1.271
O -0.069 0.230 0.429
N 1.070 -2.156 1.040
C 1.044 -0.068 -0.963
C -0.572 1.817 1.938
C -1.976 -0.205 -1.469
C -0.297 1.342 0.675
C -0.780 1.207 -1.435
C -0.357 -0.874 3.498
C 0.294 -0.463 1.070
C -4.746 2.330 -2.354
C 0.992 -0.520 -0.911
C 1.005 -0.496 1.073
N -0.172 -0.472 0.449
N 0.397 0.387 -3.931
N 1.009 -2.590 0.534
N -0.549 -0.001 1.534
N 2.031 -1.372 -0.394
C -1.074 -0.652 -3.641
C 0.040 -1.356 -0.934
C 1.993 0.826 -2.129
C -0.477 1.212 -0.024
H -0.639 -0.134 0.206
H 0.237 -0.335 0.193
H 0.844 -0.069 -1.095
H 0.981 -0.258 -0.122
H 2.149 -0.999 0.662
H -0.362 0.070 0.647
H -0.075 0.513 0.176
H 0.812 -0.949 -0.873
H -0.830 0.375 2.070
H -0.506 1.251 -0.421
H -0.096 0.010 -0.654
H -0.753 -0.279 0.326
H -0.233 0.205 1.593
H 0.647 0.415 1.788
H 0.547 0.366 0.095
H -0.494 0.443 -0.031
H 0.470 -0.033 -0.028
H -1.704 -0.289 0.630
H -0.277 0.695 0.595
H 0.149 0.029 -0.169

Relative energy (zero: lowest compared OMol25 entry of this formula, charge and spin) values, unit eV, following the record order: 5.623, 13.650, 1.398, 0.186, 0.000, 2.023.